Formula: C5H9ClO
Source: OMol25
Level of theory: ωB97M-V/def2-TZVPD

Results
- Maximum force: 2.3 eV Å⁻¹
- Orbital gap: 11.02 eV
- Calculated total energy: -19899.2785 eV
- SMILES: C[C@@H](Cl)C[C@H]1CO1
- Multiplicity: 1
- Net charge: 0

Cartesian coordinates (Å):
C: 0.803 0.152 0.840
H: 0.895 1.729 -2.514
C: 0.437 1.058 -1.773
H: 0.260 -1.700 1.712
H: -0.103 0.242 -2.314
H: -1.795 -0.439 1.537
C: -1.485 -0.932 0.595
C: 0.798 1.107 -0.314
H: -2.023 -1.890 0.382
C: 0.033 -1.150 0.746
H: -1.617 -0.117 -0.141
O: -0.455 1.678 -0.826
H: 0.268 0.683 1.657
Cl: 0.722 -2.229 -0.595
H: 1.485 1.944 -0.197
H: 1.777 -0.136 1.206

Atom charges from the natural (NBO) analysis, given in e for atoms 1 to 6:
1 C -0.47
2 H 0.18
3 C -0.11
4 H 0.21
5 H 0.20
6 H 0.21